Record 1
{
  "formula": "C31H64N4O3P",
  "method": "wB97M-V/def2-TZVPD",
  "lumo_ev": -3.9,
  "fmax_ha_per_bohr": 0.161,
  "energy_ha": -2005.16198,
  "homo_lumo_gap_ev": 8.215,
  "e_homo_ha": -0.4444,
  "total_charge": 1,
  "elements": ["C", "C", "C", "C", "C", "C", "C", "C", "C", "C", "C", "C", "C", "C", "N", "N", "C", "O", "C", "C", "C", "N", "C", "N", "P", "O", "O", "H", "H", "H", "H", "H", "H", "H", "H", "H", "H", "H", "H", "H", "H", "H", "H", "H", "H", "H", "H", "H", "H", "H", "H", "H", "H", "H", "H", "H", "H", "H", "H", "H", "H", "H", "H", "C", "C", "C", "C", "C", "C", "H", "H", "H", "H", "H", "H", "H", "H", "H", "H", "H", "H", "H", "H", "C", "C", "C", "C", "C", "C", "H", "H", "H", "H", "H", "H", "H", "H", "H", "H", "H", "H", "H", "H"],
  "xyz": [[1.752, -1.200, 1.354], [0.967, -0.111, 0.416], [1.960, 0.794, -0.481], [1.923, 0.435, -2.067], [2.371, -1.077, -2.410], [1.579, -1.707, -3.703], [0.284, -2.471, -3.063], [-0.679, -3.135, -4.193], [-1.794, -4.156, -3.548], [-2.403, -3.396, -2.260], [-3.823, -3.955, -1.745], [-5.108, -3.347, -2.523], [-5.990, -2.311, -1.594], [-6.027, -0.923, -2.417], [-4.898, -0.021, -2.523], [-3.615, -0.061, -1.983], [-3.716, -0.093, -0.646], [-3.538, -0.011, 0.578], [-5.146, 1.170, -3.365], [-4.157, 2.377, -3.770], [-3.397, 3.072, -2.519], [-1.913, 2.865, -2.624], [-6.637, 0.887, -3.753], [-7.173, -0.382, -3.175], [-8.826, -1.008, -3.400], [-8.919, -2.706, -3.171], [-9.880, -0.295, -2.223], [0.968, -1.961, 1.757], [2.562, -1.740, 0.742], [2.252, -0.719, 2.273], [0.435, 0.597, 1.173], [0.132, -0.639, -0.174], [3.042, 0.793, -0.048], [1.593, 1.892, -0.373], [2.670, 1.176, -2.569], [0.867, 0.692, -2.471], [3.520, -1.048, -2.596], [2.206, -1.756, -1.489], [1.279, -0.842, -4.400], [2.323, -2.421, -4.204], [0.602, -3.277, -2.300], [-0.310, -1.629, -2.516], [-1.246, -2.243, -4.682], [-0.067, -3.682, -5.001], [-1.341, -5.195, -3.311], [-2.647, -4.237, -4.336], [-1.636, -3.523, -1.394], [-2.408, -2.268, -2.509], [-3.928, -3.604, -0.637], [-3.820, -5.112, -1.785], [-4.864, -2.872, -3.540], [-5.812, -4.251, -2.736], [-5.529, -2.165, -0.553], [-7.035, -2.768, -1.464], [-4.689, 3.134, -4.469], [-3.327, 1.894, -4.432], [-3.684, 4.179, -2.375], [-3.736, 2.515, -1.566], [-1.531, 3.256, -3.498], [-1.656, 1.868, -2.552], [-7.294, 1.536, -4.434], [-8.567, -3.147, -3.982], [-10.712, -0.843, -2.148], [-0.467, -1.568, 5.393], [0.291, -0.606, 6.296], [1.682, -0.250, 5.768], [2.658, -1.423, 5.646], [2.915, -2.199, 6.941], [3.554, -1.353, 8.033], [0.044, -2.531, 5.309], [-1.465, -1.758, 5.799], [-0.585, -1.150, 4.389], [0.360, -1.023, 7.306], [-0.291, 0.318, 6.386], [2.117, 0.519, 6.416], [1.578, 0.216, 4.780], [3.614, -1.041, 5.268], [2.294, -2.124, 4.887], [3.583, -3.037, 6.716], [1.985, -2.640, 7.314], [4.508, -0.937, 7.697], [3.746, -1.964, 8.919], [2.905, -0.527, 8.337], [5.211, 2.818, 2.550], [5.212, 4.280, 2.126], [4.533, 4.518, 0.776], [5.193, 3.828, -0.421], [6.664, 4.182, -0.652], [6.887, 5.657, -0.958], [5.774, 2.194, 1.852], [5.675, 2.711, 3.535], [4.190, 2.431, 2.614], [6.239, 4.659, 2.110], [4.682, 4.862, 2.887], [4.485, 5.597, 0.593], [3.492, 4.178, 0.838], [4.623, 4.080, -1.323], [5.110, 2.741, -0.307], [7.034, 3.592, -1.497], [7.269, 3.891, 0.213], [6.326, 5.959, -1.847], [7.947, 5.845, -1.149], [6.584, 6.294, -0.124]]
}

***

Record 2
{
  "formula": "C31H65ClO11P",
  "method": "wB97M-V/def2-TZVPD",
  "lumo_ev": -4.0,
  "fmax_ha_per_bohr": 0.172,
  "energy_ha": -2848.44296,
  "homo_lumo_gap_ev": 6.302,
  "e_homo_ha": -0.3789,
  "total_charge": 1,
  "elements": ["C", "C", "Cl", "C", "P", "C", "C", "O", "C", "C", "C", "C", "C", "C", "H", "H", "H", "H", "H", "H", "H", "H", "H", "H", "H", "H", "H", "H", "H", "C", "O", "C", "C", "O", "C", "H", "H", "H", "H", "H", "H", "H", "H", "H", "H", "C", "O", "C", "C", "O", "C", "H", "H", "H", "H", "H", "H", "H", "H", "H", "H", "C", "O", "C", "C", "O", "C", "H", "H", "H", "H", "H", "H", "H", "H", "H", "H", "C", "O", "C", "C", "O", "C", "H", "H", "H", "H", "H", "H", "H", "H", "H", "H", "C", "O", "C", "C", "O", "C", "H", "H", "H", "H", "H", "H", "H", "H", "H", "H"],
  "xyz": [[3.704, 8.914, 3.005], [2.302, 8.415, 2.245], [1.278, 7.621, 3.611], [2.752, 7.337, 1.077], [3.169, 5.649, 1.867], [1.824, 4.307, 1.675], [0.502, 4.762, 0.819], [0.295, 4.135, -0.372], [-0.628, 5.861, 1.270], [-0.771, 7.263, 0.420], [-1.872, 8.457, 0.725], [-2.915, 8.187, 1.977], [-2.804, 6.789, 2.866], [-1.690, 5.624, 2.532], [3.971, 10.040, 2.746], [3.650, 8.774, 4.180], [4.613, 8.244, 2.623], [1.726, 9.351, 1.842], [3.773, 7.764, 0.630], [2.012, 7.274, 0.169], [4.372, 5.162, 1.199], [3.557, 5.880, 3.250], [2.316, 3.396, 1.102], [1.578, 3.897, 2.766], [-0.050, 7.460, -0.511], [-1.891, 9.448, 0.063], [-3.722, 9.011, 2.187], [-3.597, 6.652, 3.732], [-1.650, 4.628, 3.153], [-0.414, 1.115, 0.276], [-1.724, 0.630, 0.552], [-2.569, 0.664, -0.602], [-2.736, -0.731, -1.209], [-1.510, -1.195, -1.785], [-0.857, -2.152, -0.960], [0.222, 0.895, 1.136], [0.016, 0.634, -0.607], [-0.444, 2.199, 0.130], [-2.188, 1.375, -1.347], [-3.548, 1.022, -0.267], [-3.467, -0.675, -2.023], [-3.114, -1.442, -0.465], [-1.411, -3.097, -0.977], [-0.760, -1.799, 0.071], [0.144, -2.328, -1.363], [-5.954, -3.384, -1.206], [-5.439, -4.650, -1.601], [-6.213, -5.249, -2.645], [-5.512, -5.116, -4.000], [-5.480, -3.752, -4.435], [-4.200, -3.160, -4.251], [-5.226, -2.907, -0.546], [-6.123, -2.731, -2.068], [-6.890, -3.520, -0.656], [-7.223, -4.821, -2.680], [-6.307, -6.312, -2.401], [-6.086, -5.673, -4.748], [-4.503, -5.541, -3.965], [-3.490, -3.577, -4.973], [-3.825, -3.314, -3.235], [-4.289, -2.086, -4.430], [-2.410, -3.293, 4.324], [-1.868, -2.633, 3.186], [-1.706, -1.227, 3.400], [-0.241, -0.872, 3.665], [0.198, -1.390, 4.926], [1.002, -2.553, 4.778], [-2.340, -4.371, 4.163], [-1.862, -3.040, 5.237], [-3.465, -3.024, 4.440], [-2.350, -0.878, 4.217], [-2.029, -0.727, 2.481], [-0.149, 0.218, 3.721], [0.403, -1.223, 2.851], [1.979, -2.280, 4.367], [0.524, -3.296, 4.132], [1.151, -2.997, 5.766], [2.692, -3.616, 0.705], [3.239, -4.283, 1.838], [4.135, -5.335, 1.469], [5.594, -4.912, 1.657], [5.965, -3.898, 0.716], [6.011, -2.606, 1.310], [2.168, -2.723, 1.051], [3.473, -3.312, 0.002], [1.975, -4.271, 0.201], [3.950, -5.665, 0.438], [3.925, -6.179, 2.134], [6.238, -5.776, 1.461], [5.779, -4.581, 2.685], [6.878, -2.534, 1.975], [5.097, -2.385, 1.868], [6.120, -1.866, 0.513], [0.145, -0.944, -4.175], [1.257, -0.555, -4.973], [2.491, -1.087, -4.481], [2.957, -2.278, -5.323], [2.089, -3.404, -5.153], [1.209, -3.576, -6.257], [-0.770, -0.660, -4.698], [0.130, -2.024, -4.004], [0.177, -0.418, -3.215], [2.405, -1.364, -3.422], [3.235, -0.288, -4.560], [3.948, -2.587, -4.976], [3.041, -2.003, -6.381], [1.770, -3.935, -7.126], [0.690, -2.647, -6.510], [0.463, -4.328, -5.989]]
}

***

Record 3
{
  "formula": "C31H66F7N5O7S2",
  "method": "wB97M-V/def2-TZVPD",
  "lumo_ev": -0.4,
  "fmax_ha_per_bohr": 0.009,
  "de_lowest_kcal_mol": 0.0,
  "energy_ha": -3516.47460,
  "smiles": "O=NO[C@H]1CC[C@@H](S(=O)(=O)C(F)(F)C(F)(F)C(F)(F)F)S(=O)(=O)O1.CCN(CC)CC.CCN(CC)CC.CCN(CC)CC.CCN(CC)CC",
  "homo_lumo_gap_ev": 7.537,
  "e_homo_ha": -0.2926,
  "elements": ["O", "N", "O", "C", "C", "C", "C", "S", "O", "O", "C", "F", "F", "C", "F", "F", "C", "F", "F", "F", "S", "O", "O", "O", "H", "H", "H", "H", "H", "H", "C", "C", "N", "C", "C", "C", "C", "H", "H", "H", "H", "H", "H", "H", "H", "H", "H", "H", "H", "H", "H", "H", "C", "C", "N", "C", "C", "C", "C", "H", "H", "H", "H", "H", "H", "H", "H", "H", "H", "H", "H", "H", "H", "H", "C", "C", "N", "C", "C", "C", "C", "H", "H", "H", "H", "H", "H", "H", "H", "H", "H", "H", "H", "H", "H", "H", "C", "C", "N", "C", "C", "C", "C", "H", "H", "H", "H", "H", "H", "H", "H", "H", "H", "H", "H", "H", "H", "H"],
  "xyz": [[0.172, 1.597, 4.510], [0.605, 0.530, 4.560], [0.907, 0.062, 3.231], [1.390, -1.247, 3.292], [1.078, -1.935, 1.957], [2.290, -2.562, 1.275], [3.578, -1.729, 1.193], [3.980, -1.054, -0.445], [5.381, -0.787, -0.433], [3.411, -1.969, -1.386], [3.212, 0.615, -0.898], [3.881, 1.565, -0.259], [3.501, 0.676, -2.210], [1.694, 0.901, -0.734], [1.366, 0.789, 0.555], [1.521, 2.168, -1.122], [0.675, 0.055, -1.541], [0.811, 0.243, -2.845], [0.808, -1.247, -1.266], [-0.550, 0.428, -1.165], [3.849, -0.644, 2.606], [5.129, -0.938, 3.137], [3.459, 0.684, 2.288], [2.800, -1.271, 3.614], [0.931, -1.766, 4.133], [0.542, -1.240, 1.312], [0.380, -2.749, 2.162], [2.028, -2.874, 0.263], [2.563, -3.472, 1.814], [4.432, -2.414, 1.264], [-4.190, -3.179, 1.075], [-3.937, -2.347, 2.322], [-2.833, -1.414, 2.168], [-2.382, -0.831, 3.419], [-3.344, 0.061, 4.212], [-2.932, -0.495, 1.041], [-4.163, 0.415, 0.963], [-3.276, -3.681, 0.754], [-4.945, -3.938, 1.285], [-4.558, -2.575, 0.245], [-3.672, -3.015, 3.147], [-4.877, -1.855, 2.618], [-1.479, -0.263, 3.191], [-2.073, -1.662, 4.066], [-3.485, 1.031, 3.738], [-2.939, 0.241, 5.210], [-4.321, -0.407, 4.333], [-2.881, -1.084, 0.122], [-2.026, 0.119, 1.047], [-5.085, -0.138, 1.151], [-4.238, 0.843, -0.038], [-4.116, 1.242, 1.670], [-3.287, 1.238, -2.545], [-2.887, 0.330, -3.697], [-3.899, -0.664, -4.011], [-3.424, -1.716, -4.893], [-3.012, -1.331, -6.319], [-5.227, -0.141, -4.293], [-5.367, 0.883, -5.426], [-3.560, 0.652, -1.665], [-2.455, 1.891, -2.279], [-4.130, 1.877, -2.810], [-1.980, -0.218, -3.425], [-2.616, 0.958, -4.561], [-4.200, -2.485, -4.940], [-2.565, -2.181, -4.400], [-3.872, -1.103, -6.948], [-2.478, -2.163, -6.783], [-2.345, -0.468, -6.328], [-5.613, 0.309, -3.376], [-5.875, -0.999, -4.492], [-4.598, 1.655, -5.368], [-6.336, 1.382, -5.353], [-5.307, 0.425, -6.412], [-4.178, 4.328, 0.064], [-4.615, 5.662, -0.522], [-3.699, 6.167, -1.531], [-3.928, 7.556, -1.885], [-5.252, 7.918, -2.569], [-3.423, 5.261, -2.633], [-4.611, 4.755, -3.462], [-3.154, 4.389, 0.438], [-4.833, 4.057, 0.894], [-4.228, 3.519, -0.667], [-4.646, 6.407, 0.277], [-5.650, 5.564, -0.889], [-3.098, 7.876, -2.521], [-3.844, 8.139, -0.963], [-5.286, 7.579, -3.604], [-5.377, 9.002, -2.575], [-6.108, 7.492, -2.043], [-2.900, 4.392, -2.226], [-2.703, 5.753, -3.291], [-5.441, 4.440, -2.826], [-4.298, 3.886, -4.045], [-4.985, 5.499, -4.163], [9.536, -6.245, 3.064], [9.233, -4.991, 2.259], [8.095, -4.247, 2.771], [7.611, -3.228, 1.857], [8.517, -2.032, 1.541], [8.172, -3.860, 4.172], [9.377, -3.023, 4.620], [8.646, -6.871, 3.150], [10.318, -6.822, 2.569], [9.890, -6.013, 4.070], [8.986, -5.279, 1.234], [10.150, -4.383, 2.192], [6.675, -2.836, 2.267], [7.349, -3.733, 0.921], [8.577, -1.347, 2.385], [8.101, -1.470, 0.702], [9.529, -2.336, 1.270], [8.147, -4.772, 4.773], [7.249, -3.325, 4.408], [10.314, -3.424, 4.228], [9.447, -3.035, 5.709], [9.300, -1.983, 4.307]]
}

***

Record 4
{
  "formula": "C31H67N4O5Si2",
  "method": "wB97M-V/def2-TZVPD",
  "lumo_ev": [0.6, -0.2],
  "fmax_ha_per_bohr": 0.079,
  "energy_ha": -2395.43229,
  "spin_multiplicity": 4,
  "homo_lumo_gap_ev": [9.365, 9.150],
  "e_homo_ha": [-0.3204, -0.3440],
  "s2": 3.763,
  "elements": ["C", "Si", "O", "Si", "C", "C", "C", "N", "O", "H", "H", "H", "H", "H", "H", "H", "H", "H", "H", "H", "H", "H", "C", "C", "C", "C", "C", "C", "N", "O", "C", "C", "C", "H", "H", "H", "H", "H", "H", "H", "H", "H", "H", "H", "H", "H", "H", "H", "H", "H", "H", "C", "C", "C", "C", "C", "C", "N", "O", "C", "C", "C", "H", "H", "H", "H", "H", "H", "H", "H", "H", "H", "H", "H", "H", "H", "H", "H", "H", "H", "C", "C", "C", "C", "C", "C", "N", "O", "C", "C", "C", "H", "H", "H", "H", "H", "H", "H", "H", "H", "H", "H", "H", "H", "H", "H", "H", "H", "H"],
  "xyz": [[-6.460, 4.175, -2.544], [-6.714, 2.275, -2.318], [-5.252, 1.474, -2.768], [-4.771, 0.409, -1.467], [-3.599, 1.219, -0.197], [-4.048, 2.662, 0.311], [-5.298, 2.642, 1.297], [-5.900, 3.947, 1.578], [-5.748, 1.633, 1.853], [-5.404, 4.430, -2.186], [-7.201, 4.727, -1.869], [-6.564, 4.497, -3.628], [-7.896, 1.822, -3.086], [-6.973, 2.015, -0.900], [-5.952, -0.239, -0.894], [-3.992, -0.668, -2.120], [-2.588, 1.350, -0.721], [-3.446, 0.473, 0.645], [-4.185, 3.428, -0.526], [-3.178, 3.072, 0.938], [-5.550, 4.664, 0.937], [-6.923, 3.880, 1.539], [3.358, 3.334, 0.797], [1.838, 3.635, 0.711], [1.576, 5.137, 0.965], [1.736, 5.544, 2.426], [0.892, 4.654, 3.331], [1.167, 3.153, 3.113], [1.105, 2.761, 1.676], [-0.192, 2.744, 1.310], [2.552, 2.802, 3.706], [0.183, 2.335, 3.982], [1.474, 3.335, -0.764], [3.909, 4.096, 1.354], [3.555, 2.362, 1.255], [3.825, 3.283, -0.191], [0.560, 5.395, 0.642], [2.250, 5.737, 0.349], [2.787, 5.505, 2.723], [1.426, 6.587, 2.549], [1.078, 4.921, 4.374], [-0.168, 4.869, 3.146], [2.815, 1.761, 3.501], [2.551, 2.928, 4.793], [3.358, 3.436, 3.339], [-0.862, 2.561, 3.762], [0.331, 2.552, 5.043], [0.336, 1.260, 3.842], [1.638, 2.279, -0.999], [2.098, 3.929, -1.437], [0.439, 3.585, -1.001], [-3.463, -4.787, -6.160], [-2.903, -4.197, -4.838], [-2.187, -5.298, -4.022], [-3.143, -6.285, -3.361], [-4.191, -5.549, -2.534], [-4.938, -4.470, -3.343], [-4.012, -3.555, -4.071], [-3.458, -2.726, -3.164], [-5.902, -5.161, -4.336], [-5.886, -3.702, -2.393], [-1.831, -3.180, -5.301], [-3.583, -5.872, -6.121], [-4.424, -4.343, -6.428], [-2.806, -4.584, -7.011], [-1.569, -4.838, -3.242], [-1.497, -5.845, -4.670], [-3.623, -6.918, -4.112], [-2.577, -6.961, -2.713], [-4.903, -6.273, -2.128], [-3.698, -5.090, -1.669], [-6.392, -4.428, -4.982], [-6.689, -5.700, -3.801], [-5.419, -5.904, -4.969], [-5.361, -3.245, -1.552], [-6.633, -4.375, -1.964], [-6.424, -2.914, -2.929], [-2.284, -2.373, -5.883], [-1.088, -3.672, -5.935], [-1.281, -2.739, -4.468], [5.123, -2.092, 3.929], [5.149, -1.526, 2.483], [6.115, -2.353, 1.603], [7.587, -2.089, 1.902], [7.891, -0.597, 1.840], [6.958, 0.239, 2.739], [5.517, -0.079, 2.522], [5.148, 0.469, 1.348], [7.343, 0.007, 4.218], [7.263, 1.738, 2.516], [3.711, -1.763, 1.958], [6.006, -2.691, 4.164], [5.037, -1.297, 4.674], [4.260, -2.741, 4.100], [5.931, -2.134, 0.545], [5.907, -3.418, 1.732], [7.860, -2.496, 2.878], [8.206, -2.618, 1.170], [8.934, -0.429, 2.124], [7.802, -0.263, 0.799], [6.652, 0.524, 4.889], [8.344, 0.395, 4.424], [7.373, -1.043, 4.503], [7.150, 2.041, 1.472], [8.293, 1.971, 2.796], [6.607, 2.367, 3.126], [2.983, -1.196, 2.545], [3.449, -2.822, 2.032], [3.596, -1.490, 0.908]]
}